{"formula": "C8H15O3P", "method": "ωB97M-V/def2-TZVPD", "max_force_ev_per_a": 5.85, "spin_multiplicity": 1, "de_lowest_kcal_mol": 0.7, "charge": 0, "e_lumo_ev": 0.485, "symbols": ["C", "C", "C", "C", "C", "C", "C", "C", "O", "O", "O", "P", "H", "H", "H", "H", "H", "H", "H", "H", "H", "H", "H", "H", "H", "H", "H"], "coordinates": [[0.637987, 2.540196, 0.619379], [1.112893, 2.827508, -0.587287], [-0.410479, 1.533227, 0.732509], [-1.788355, 2.132932, 1.102669], [-0.992114, -0.962700, 1.191013], [2.066274, -2.401052, -1.724937], [0.046551, 0.187841, 1.264208], [1.063256, -1.390346, -2.350573], [-1.212867, 0.914891, -2.717001], [0.634101, 2.374040, -1.768328], [0.956094, -0.136437, -1.603943], [-0.274698, 0.996848, -1.596157], [1.146182, 2.895234, 1.490800], [1.945348, 3.553691, -0.793960], [-1.438046, 2.956696, 1.747752], [-2.330856, 1.562148, 1.764046], [-2.381747, 2.642575, 0.338755], [-1.426766, -1.142669, 0.318699], [-1.738094, -1.011463, 2.038115], [-0.387847, -1.871774, 1.403324], [1.915323, -2.561296, -0.574981], [1.945376, -3.302663, -2.212122], [3.101788, -1.999594, -1.709096], [0.806583, -0.179540, 0.649194], [0.380958, 0.223937, 2.243902], [0.043731, -1.700600, -2.488494], [1.314402, -1.059507, -3.471589]], "forces_ev_per_a": [[0.622, -0.427, -0.947], [1.642, 1.971, -0.380], [-1.403, -1.401, -2.966], [2.647, 1.852, -0.150], [2.114, -0.313, 5.451], [-0.269, 3.138, 3.045], [-3.059, -0.425, -1.165], [0.256, 1.845, -2.117], [-0.452, -0.455, 0.214], [-0.432, -0.795, 0.101], [-0.576, 0.587, 0.450], [1.879, 0.062, 1.630], [0.108, 0.360, 0.420], [-0.887, -0.797, 0.575], [-0.404, 0.157, -0.045], [-1.567, -1.789, 0.937], [0.231, -0.587, -0.167], [-2.017, -0.243, -3.944], [0.496, 0.553, -1.031], [-0.284, 0.289, -0.177], [-0.388, 0.238, -2.068], [0.143, -1.949, -1.040], [-0.595, -0.353, -0.687], [1.629, -0.029, -0.733], [0.800, 0.428, 2.098], [-0.369, -0.999, 0.338], [0.138, -0.919, 2.359]]}

***

{"formula": "C2H6N5O", "method": "ωB97M-V/def2-TZVPD", "max_force_ev_per_a": 6.41, "spin_multiplicity": 1, "de_lowest_kcal_mol": 21.7, "charge": 1, "e_lumo_ev": -4.426, "smiles": "Cn1nc(O)[n+](N)n1", "symbols": ["C", "N", "N", "C", "O", "N", "N", "N", "H", "H", "H", "H", "H", "H"], "coordinates": [[-2.398698, -0.459828, -0.006038], [-1.020178, -0.251024, -0.174582], [-0.154298, -1.168975, -0.204899], [0.964838, -0.551573, -0.153717], [2.445661, -1.212180, -0.214286], [0.751998, 0.845543, -0.021942], [1.766082, 1.759860, -0.039294], [-0.512342, 0.983032, -0.053983], [-2.683925, 0.151816, 0.725525], [-2.959709, -0.289005, -0.922237], [-2.597050, -1.498367, 0.245354], [2.229040, -2.109281, 0.143675], [2.601106, 1.188957, 0.214242], [1.567478, 2.611027, 0.462187]], "forces_ev_per_a": [[-1.131, -2.644, -2.765], [0.421, 3.475, 0.402], [1.869, -2.053, -0.409], [6.362, -0.768, 0.090], [-5.740, 2.092, 0.640], [0.796, -4.359, -0.625], [0.499, -1.152, -0.320], [-1.817, 0.727, -0.028], [-1.585, 2.388, 2.896], [0.149, 0.339, -0.098], [0.367, 0.005, 0.220], [0.354, 0.662, -0.313], [-0.515, 1.262, -0.058], [-0.028, 0.026, 0.369]]}

***

{"formula": "C3H4ClIN2", "method": "ωB97M-V/def2-TZVPD", "max_force_ev_per_a": 3.05, "spin_multiplicity": 1, "de_lowest_kcal_mol": 9.8, "charge": 0, "e_lumo_ev": -0.649, "smiles": "IC1C=NN=C1.Cl", "symbols": ["I", "C", "C", "N", "N", "C", "H", "H", "H", "Cl", "H"], "coordinates": [[1.106038, -0.962971, 2.641738], [0.496087, -0.439933, 0.634251], [-0.722056, -1.117816, -0.018147], [-1.712291, -0.343147, -0.251168], [-1.384892, 0.901743, 0.299586], [-0.151955, 0.909430, 0.639944], [1.214038, -0.383332, -0.120116], [-0.747593, -2.236742, -0.261970], [0.230119, 1.774423, 1.182314], [0.612384, 1.394223, -2.028714], [1.060122, 0.504121, -2.717719]], "forces_ev_per_a": [[-0.167, 0.008, -1.040], [-2.976, 0.655, 0.025], [0.357, -2.704, 0.246], [0.744, -1.125, 0.437], [0.448, 1.424, -0.246], [-0.900, 0.413, 2.239], [2.060, -0.549, -0.674], [0.012, 1.864, 0.156], [0.158, -0.096, -0.434], [-0.749, 1.973, 0.918], [1.013, -1.862, -1.626]]}